# 1
Below is a 2-piece molecular cluster, C4H6N2S2 overall in a non-equilibrium geometry, with properties calculated with ωB97M-V/def2-TZVPD.

Structure (SMILES): c1csnn1.C=CS
Total charge: 0
HOMO (eV): -8.702
LUMO level (eV): 0.45

Element x y z (Å)
1 S -2.276400 -0.417736 2.657286
2 S 0.844364 -0.095990 -1.522471
3 N -0.636425 -0.545463 2.734744
4 N -0.079894 -1.246402 1.893284
5 C -0.994323 -1.682624 0.922739
6 C -2.258534 -1.292757 1.138587
7 C -0.565197 0.769576 -2.036730
8 C -1.548012 1.290227 -1.317080
9 H -0.617633 -2.412304 0.218906
10 H 0.734082 0.110089 -0.249103
11 H -3.225280 -1.460960 0.656185
12 H -2.377019 1.679060 -1.791326
13 H -1.847850 1.285670 -0.215322
14 H -0.615719 0.862488 -3.092361

Forces on the atoms, in the same order (eV/Å):
0.089 -0.310 -1.853
0.657 -0.324 -1.196
0.299 1.563 3.483
-0.266 -0.920 -2.453
0.712 -1.062 0.076
-1.505 0.477 1.216
-0.288 0.109 1.158
-0.322 -0.626 2.412
-0.187 0.389 -0.312
-0.156 0.214 1.318
0.780 -0.209 -0.129
-1.399 1.050 -1.589
1.604 -0.375 -1.286
-0.017 0.026 -0.846

Taken from the Mulliken analysis, the atomic charges in e are: 0.125, -0.187, -0.184, -0.233, -0.464, -0.089, 0.042, -0.656, 0.452, 0.119, 0.375, 0.266, 0.134, 0.299

# 2
Below is one molecule with the formula C4H6N2Se in a non-equilibrium geometry, with properties calculated with ωB97M-V/def2-TZVPD.

Structure (SMILES): Cn1nccc1[SeH]
Total charge: 0
HOMO (eV): -9.218
LUMO level (eV): 0.61

Element x y z (Å)
1 Se -2.488625 0.162036 -0.016779
2 N 1.507465 -0.348277 0.166724
3 N 0.385160 0.348525 0.141538
4 C -0.215556 -1.762310 -0.035251
5 C 1.169471 -1.621908 0.062788
6 C 0.411301 1.776287 0.268029
7 C -0.690849 -0.464107 0.010143
8 H 1.924584 -2.382061 0.058651
9 H 0.351264 2.069663 1.319012
10 H -0.793169 -2.658158 -0.132232
11 H 1.349745 2.139349 -0.146842
12 H -2.481899 0.527736 -1.424329
13 H -0.428892 2.213219 -0.271451

Forces on the atoms, in the same order (eV/Å):
0.131 -0.153 0.308
1.019 0.133 0.089
-0.502 -0.500 -0.201
-0.217 0.364 -0.010
-0.164 0.104 0.033
0.082 0.555 0.115
-0.414 -0.206 -0.012
0.189 -0.121 0.004
-0.018 0.007 -0.079
-0.148 -0.132 -0.033
-0.064 -0.052 0.011
-0.005 0.058 -0.293
0.110 -0.055 0.066

Taken from the Mulliken analysis, the atomic charges in e are: -0.091, -0.975, 0.804, -0.428, -0.275, -0.778, -0.071, 0.457, 0.296, 0.390, 0.295, 0.107, 0.271

# 3
Below is an isolated ion of composition C4H6N3 and charge +1 in a non-equilibrium geometry, with properties calculated with ωB97M-V/def2-TZVPD.

Structure (SMILES): C=N/C=C\[N+]#CN
Total charge: +1
HOMO (eV): -12.487
LUMO level (eV): -3.86

Element x y z (Å)
1 N 1.522693 0.410111 0.070702
2 N -2.494896 0.424208 0.136013
3 N -0.725043 -1.225809 -0.138122
4 C 1.583846 -0.864370 0.216711
5 C 0.492872 -1.679353 -0.011601
6 C -1.530938 -0.403372 -0.116469
7 C 1.259161 1.602237 -0.205265
8 H 1.549137 1.868712 -1.257428
9 H -2.674156 0.457602 1.140854
10 H -3.092412 0.949872 -0.469732
11 H 0.798953 2.464707 0.316649
12 H 0.730857 -2.711600 -0.023056
13 H 2.579929 -1.292945 0.340744

Forces on the atoms, in the same order (eV/Å):
-0.876 2.099 1.028
0.514 -0.615 1.910
-0.281 -0.121 0.089
-0.002 -0.146 -0.810
2.822 -1.110 0.517
-1.780 1.433 -0.981
0.861 -0.174 -2.398
-0.313 0.147 0.756
-0.521 0.398 -0.385
0.085 -0.015 -0.679
0.310 -1.054 0.762
-0.503 -0.832 -0.114
-0.314 -0.011 0.306

Taken from the Mulliken analysis, the atomic charges in e are: -0.135, -0.385, -0.001, -0.007, -0.303, 0.288, -0.269, 0.272, 0.266, 0.251, 0.304, 0.373, 0.348

# 4
Below is an isolated ion of composition C4H6N3O and charge +1 in a non-equilibrium geometry, with properties calculated with ωB97M-V/def2-TZVPD.

Total charge: +1
HOMO (spin up / spin down) (eV): -11.925 / -11.924
LUMO level (spin up / spin down) (eV): -5.00 / -5.00

Element x y z (Å)
1 O -2.331859 1.234091 -1.153104
2 N -0.600484 0.166128 -2.269091
3 N 1.307237 -0.852375 1.079317
4 N 0.617987 -0.407025 -0.018830
5 C -1.323817 0.678184 -0.981025
6 C 0.320444 -0.349201 -2.760877
7 C -1.025591 0.809332 1.353783
8 C -0.498998 0.307868 0.153882
9 H -0.530277 0.565242 2.358232
10 H 1.982706 -0.019653 1.536959
11 H 0.837909 -1.378808 1.870088
12 H 1.200124 -0.600287 -3.243641
13 H -1.915363 1.371681 1.308855
14 H 1.959984 -1.525175 0.765452

Forces on the atoms, in the same order (eV/Å):
-0.070 0.104 0.277
2.794 -1.906 -2.093
1.468 2.690 2.987
-0.088 -0.915 -2.494
-0.382 0.127 -0.431
-3.673 2.478 2.344
2.175 -1.733 -0.425
-0.510 0.999 4.296
-0.890 0.559 -1.666
-2.101 -2.302 -0.785
-0.293 1.028 -0.625
1.326 -0.819 -0.892
-0.807 0.501 0.278
1.051 -0.810 -0.770

Taken from the Mulliken analysis, the atomic charges in e are: -0.334, -0.007, -0.341, -0.585, 0.004, 0.276, -0.975, 0.872, 0.223, 0.393, 0.351, 0.439, 0.349, 0.335

Q: What is the total charge in the first record?
A: 0

Q: What is the total charge in the fourth record?
A: +1